DFT (the ωB97M-V functional and the def2-TZVPD basis) results for one molecule with the formula C16H12F2N4O2 at a distorted geometry.

The geometry in XYZ format:
```
36
Properties=species:S:1:pos:R:3:forces:R:3
O 2.041311 3.108237 -3.047692 -0.24 0.33 -0.26
F -2.904146 -5.833280 -2.180744 0.77 0.88 0.88
F -2.704790 -3.244543 1.866072 0.61 -0.39 -1.22
N 1.293505 0.730055 -1.640265 -0.03 -0.40 -0.17
N -0.274129 -3.642727 -0.792460 -1.12 -1.10 -0.90
O 2.555307 5.404125 -1.881319 -0.37 -0.09 1.14
C 1.626269 3.207469 -1.898838 2.09 0.00 -1.81
C -0.718453 0.981133 2.053556 0.19 1.48 -0.20
C -0.819392 -0.329470 2.357964 0.61 0.33 -1.44
C -0.946967 -4.484936 -1.646258 -0.17 0.43 0.98
C 0.878447 -0.312660 -0.908000 0.23 0.10 -0.41
C 1.144228 1.992280 -1.194097 -1.78 -0.27 3.43
C -0.832915 -3.239825 0.352378 -0.38 -0.99 0.18
C -2.839006 -4.504047 -0.175692 0.04 -0.13 -0.07
C -2.231552 -4.988946 -1.344861 0.75 1.28 0.43
C -2.122156 -3.660608 0.689214 -0.72 -0.39 -0.54
C 0.021563 1.133505 0.799579 -0.75 0.47 0.79
C 0.257994 -0.143483 0.343386 0.23 -1.04 0.20
C 0.504259 2.216159 0.053767 -0.14 1.07 -0.02
N -0.203859 -1.037520 1.321143 -0.16 -1.07 0.32
N 1.815213 4.397331 -1.233709 -1.17 -1.10 0.14
C 0.014299 -2.496233 1.350172 1.39 0.69 -1.23
C 0.427364 3.642924 0.644159 1.03 -0.55 -1.45
C 1.726714 4.381131 0.222848 -1.21 1.23 -0.20
H 2.892486 5.025525 -2.706988 -0.24 -0.74 -0.07
H -1.165270 1.799634 2.598029 0.12 -0.10 0.15
H -1.321056 -0.779713 3.201825 0.20 -0.29 -0.21
H -0.448130 -4.758153 -2.573569 -0.01 0.06 0.24
H 0.999918 -1.327703 -1.321211 0.13 0.65 0.07
H -3.867305 -4.792976 0.008326 0.09 0.02 0.32
H -0.092311 -2.909530 2.348827 -0.35 0.33 0.13
H 1.080942 -2.693652 1.062471 -0.85 0.20 0.17
H -0.436850 4.239882 0.298850 0.27 -0.45 0.08
H 0.420033 3.579346 1.720853 -0.12 0.02 0.36
H 1.621484 5.396138 0.617152 0.30 0.04 -0.35
H 2.606951 3.945131 0.635132 0.73 -0.52 0.55
```
Positions in Å, forces in eV/Å.

Output
**Kohn-Sham gap**: 8.478 eV
**E_HOMO**: -0.309 hartree
**SMILES**: O=C1c2ncc3c(ccn3Cc3ncc(F)cc3F)c2CCN1O

DFT (the ωB97M-V functional and the def2-TZVPD basis) results for a 2-piece molecular cluster, C16H13Cl2FN2O2 overall at a distorted geometry.

The geometry in XYZ format:
```
36
Properties=species:S:1:pos:R:3:forces:R:3
Cl -2.000074 0.969272 2.824747 0.03 0.06 0.18
C -0.465627 1.158642 2.119027 0.93 0.15 -0.21
N 0.613842 1.325870 2.894496 0.29 -0.18 -2.69
F 0.424402 1.357695 4.479328 -0.35 0.28 2.82
C 1.849540 1.432189 2.389846 -0.91 -0.06 -0.44
Cl 3.175732 1.548767 3.453342 -0.03 0.09 0.16
C 2.037518 1.432570 1.007305 0.10 0.00 0.04
C 0.937262 1.290794 0.161881 -0.13 0.01 0.77
C -0.326300 1.142047 0.731406 0.00 0.01 -0.05
H 3.050792 1.541490 0.631044 -0.22 -0.04 0.02
H 1.059497 1.292466 -0.917089 0.00 -0.01 0.19
H -1.225088 1.015294 0.134934 0.21 0.02 0.05
C 3.650569 -1.555865 5.976812 0.16 -0.23 0.15
C 2.237654 -1.383358 5.490238 -0.28 0.34 0.45
O 1.623160 -0.417973 6.388352 -0.09 -1.11 -0.98
C 0.289443 -0.230269 6.185028 -0.22 -0.66 -0.62
C -0.081141 1.027180 6.814537 0.08 -0.96 -0.99
C -1.433295 1.456797 6.995628 -1.49 0.57 0.18
C -2.476129 0.899071 6.211958 0.16 0.39 0.22
C -3.763378 1.421603 6.266817 0.21 0.06 0.37
C -4.075407 2.432766 7.185216 0.15 0.02 -0.09
C -3.077026 2.938724 8.028900 -0.01 -0.18 -0.13
C -1.768824 2.471047 7.934830 0.04 -0.29 -0.36
C 0.928419 1.513020 7.653062 2.59 2.14 2.42
N 1.740380 1.957187 8.384535 -2.05 -1.07 -1.82
O -0.410992 -1.003660 5.537246 0.77 0.50 0.68
H 4.243714 -2.057879 5.211564 0.06 -0.01 0.03
H 4.109089 -0.591705 6.214219 -0.07 -0.12 -0.08
H 3.654329 -2.179279 6.875901 0.12 0.17 -0.06
H 2.213294 -0.968484 4.473400 -0.15 -0.11 0.17
H 1.680702 -2.328903 5.514177 0.07 0.33 -0.09
H -2.227228 0.062458 5.569591 -0.12 0.26 0.00
H -4.522537 1.027474 5.590420 0.08 0.06 0.29
H -5.094049 2.820714 7.245214 0.31 -0.08 -0.01
H -3.317457 3.710519 8.763758 0.05 -0.25 -0.25
H -0.991746 2.868404 8.595649 -0.27 -0.10 -0.30
```
Positions in Å, forces in eV/Å.

Output
**Kohn-Sham gap**: 5.064 eV
**Energy relative to the best compared isomer or geometry (same formula, charge and spin)**: 43.9 kcal/mol
**E_HOMO**: -0.251 hartree

DFT (the ωB97M-V functional and the def2-TZVPD basis) results for one molecule with the formula C16H13F5N2O2 at a distorted geometry.

The geometry in XYZ format:
```
38
Properties=species:S:1:pos:R:3:forces:R:3
C -5.289364 -0.667914 1.131210 -0.01 -0.03 -0.07
C -4.016124 -0.006531 0.703613 0.11 0.24 0.00
C -2.880329 -0.774644 0.475648 0.01 0.01 0.00
C -1.696391 -0.187657 0.056255 -0.17 0.20 0.01
C -1.657294 1.201664 -0.136880 0.03 0.00 -0.04
C -2.775685 1.973806 0.101420 0.19 0.00 -0.06
C -3.951549 1.365964 0.515798 -0.01 -0.14 -0.01
H -4.821439 1.977501 0.699436 -0.10 0.07 0.03
H -2.737499 3.046234 -0.010847 0.05 0.10 0.00
O -0.421049 1.723241 -0.550119 -0.31 -0.66 0.55
C -0.411466 2.898053 -1.204727 -0.42 0.78 -1.04
F 0.721244 2.952165 -1.926243 0.22 -0.17 -0.05
F -0.368541 3.958456 -0.363173 -0.07 -0.03 0.37
H -1.270501 3.052686 -1.886077 0.25 -0.25 0.35
N -0.516168 -0.887032 -0.177520 0.36 0.39 -0.14
C -0.286366 -2.226161 -0.062279 0.28 -0.02 -0.20
O -1.120556 -3.073850 0.157512 -0.33 -0.15 0.10
N 1.032306 -2.595436 -0.285330 -0.06 -0.56 0.00
C 2.191480 -1.832125 -0.360583 0.42 0.40 0.03
C 2.372583 -0.676537 0.399717 0.16 -0.08 -0.05
C 3.547385 0.049315 0.273618 0.05 0.03 -0.12
C 4.565936 -0.364419 -0.572144 -0.12 0.09 0.13
C 4.399778 -1.536275 -1.291885 0.02 0.01 0.09
C 3.230585 -2.263024 -1.188909 -0.14 0.06 0.05
H 3.108066 -3.174557 -1.754916 -0.04 -0.08 -0.10
H 5.188683 -1.880683 -1.941985 0.06 -0.05 -0.07
H 5.470268 0.216030 -0.657878 0.08 0.06 -0.02
C 3.732268 1.276794 1.121752 0.11 0.20 0.33
F 4.278897 0.976089 2.319038 0.04 -0.19 0.03
F 4.545117 2.181197 0.559714 0.11 -0.02 -0.25
F 2.578844 1.903775 1.388618 -0.25 -0.06 -0.10
H 1.625011 -0.354436 1.108038 -0.06 0.01 0.03
H 1.136546 -3.586404 -0.456618 -0.16 0.15 0.09
H 0.243982 -0.299865 -0.493609 -0.06 -0.18 0.00
H -2.906053 -1.842285 0.619350 0.01 -0.05 0.00
H -5.947945 0.039174 1.628595 -0.08 0.01 0.05
H -5.810691 -1.064511 0.260086 -0.10 -0.05 -0.01
H -5.083982 -1.497805 1.802290 -0.05 -0.07 0.08
```
Positions in Å, forces in eV/Å.

Output
**Kohn-Sham gap**: 9.156 eV
**Energy relative to the best compared isomer or geometry (same formula, charge and spin)**: 0.0 kcal/mol
**E_HOMO**: -0.314 hartree
**SMILES**: Cc1ccc(OC(F)F)c(NC(=O)Nc2cccc(C(F)(F)F)c2)c1

DFT (the ωB97M-V functional and the def2-TZVPD basis) results for C16H13N7O2Re as an isolated structure at a distorted geometry.

The geometry in XYZ format:
```
39
Properties=species:S:1:pos:R:3:forces:R:3
Re -0.389689 1.269717 -0.149981 -3.19 -1.78 -1.09
N -0.044443 1.680705 -2.289569 0.15 0.55 0.03
C 0.481711 0.487299 -2.940341 0.18 -0.51 -0.34
C 1.074746 0.496441 -4.180934 -0.25 -0.01 0.51
C 1.496361 -0.708816 -4.765095 0.04 -0.29 0.04
C 1.294407 -1.906144 -4.128742 -0.04 0.23 -0.10
C 0.696270 -1.947527 -2.850438 -0.15 0.50 0.19
C 0.432554 -3.137972 -2.145071 -0.15 0.25 0.17
C -0.165303 -3.070297 -0.908165 -0.06 0.05 -0.10
C -0.454971 -1.827616 -0.339063 0.00 -0.47 0.38
N -0.217568 -0.686411 -0.972959 1.00 1.09 0.59
C 0.317140 -0.724705 -2.234548 0.28 0.07 -0.82
H 0.634619 2.448452 -2.368374 -0.21 -0.15 -0.06
H -0.867358 2.007815 -2.811320 0.13 -0.05 0.29
H 1.212187 1.423823 -4.718231 -0.02 0.11 -0.03
H 1.968831 -0.680444 -5.734533 0.01 -0.03 -0.08
H 1.571634 -2.835167 -4.602463 0.09 -0.08 -0.04
H 0.688856 -4.086389 -2.592715 0.03 -0.13 0.00
H -0.409894 -3.965154 -0.359128 0.00 -0.04 0.09
H -0.874371 -1.767295 0.661062 0.10 0.13 -0.05
C 1.204985 -0.310273 4.988956 -0.05 -0.84 0.55
N 1.014837 0.652848 3.927259 -0.33 0.28 -0.52
C 1.630485 1.834191 3.913315 0.05 0.40 -0.35
C 1.529673 2.726333 2.868288 -0.25 0.18 -0.59
C 0.743720 2.321720 1.785236 0.62 -0.98 3.36
O 0.566431 2.878742 0.642334 -0.65 -0.28 -2.22
N 0.061403 1.147937 1.844662 0.38 0.82 -0.37
C 0.174698 0.248945 2.866069 0.14 -0.57 0.04
O -0.362646 -0.829520 2.840064 -0.02 -0.09 0.18
H 1.817160 0.107939 5.783377 -0.03 0.11 -0.10
H 1.687341 -1.201898 4.585288 0.01 0.09 0.04
H 0.237795 -0.618702 5.386724 0.07 0.11 0.00
H 2.259911 2.067164 4.760397 -0.04 -0.06 0.12
H 2.022563 3.682147 2.869665 0.17 0.03 0.06
N -6.890880 0.009473 0.686714 -0.17 -0.08 0.04
C -5.810170 0.355514 0.491411 -1.84 -0.56 0.44
N -4.628508 0.769154 0.263215 4.12 0.62 -0.86
C -3.436346 0.794238 0.082635 -4.24 -0.11 0.82
N -2.268169 0.893737 -0.155001 4.13 1.50 -0.23
```
Positions in Å, forces in eV/Å.

Output
**Kohn-Sham gap (spin up / spin down)**: 5.700 / 6.348 eV
**Charge**: +2
**Energy relative to the best compared isomer or geometry (same formula, charge and spin)**: 0.0 kcal/mol
**E_HOMO (spin up / spin down)**: -0.560 / -0.571 hartree
**2S+1**: 2

Please write out number 4 again, unchanged.
DFT (the ωB97M-V functional and the def2-TZVPD basis) results for C16H13N7O2Re as an isolated structure at a distorted geometry.

The geometry in XYZ format:
```
39
Properties=species:S:1:pos:R:3:forces:R:3
Re -0.389689 1.269717 -0.149981 -3.19 -1.78 -1.09
N -0.044443 1.680705 -2.289569 0.15 0.55 0.03
C 0.481711 0.487299 -2.940341 0.18 -0.51 -0.34
C 1.074746 0.496441 -4.180934 -0.25 -0.01 0.51
C 1.496361 -0.708816 -4.765095 0.04 -0.29 0.04
C 1.294407 -1.906144 -4.128742 -0.04 0.23 -0.10
C 0.696270 -1.947527 -2.850438 -0.15 0.50 0.19
C 0.432554 -3.137972 -2.145071 -0.15 0.25 0.17
C -0.165303 -3.070297 -0.908165 -0.06 0.05 -0.10
C -0.454971 -1.827616 -0.339063 0.00 -0.47 0.38
N -0.217568 -0.686411 -0.972959 1.00 1.09 0.59
C 0.317140 -0.724705 -2.234548 0.28 0.07 -0.82
H 0.634619 2.448452 -2.368374 -0.21 -0.15 -0.06
H -0.867358 2.007815 -2.811320 0.13 -0.05 0.29
H 1.212187 1.423823 -4.718231 -0.02 0.11 -0.03
H 1.968831 -0.680444 -5.734533 0.01 -0.03 -0.08
H 1.571634 -2.835167 -4.602463 0.09 -0.08 -0.04
H 0.688856 -4.086389 -2.592715 0.03 -0.13 0.00
H -0.409894 -3.965154 -0.359128 0.00 -0.04 0.09
H -0.874371 -1.767295 0.661062 0.10 0.13 -0.05
C 1.204985 -0.310273 4.988956 -0.05 -0.84 0.55
N 1.014837 0.652848 3.927259 -0.33 0.28 -0.52
C 1.630485 1.834191 3.913315 0.05 0.40 -0.35
C 1.529673 2.726333 2.868288 -0.25 0.18 -0.59
C 0.743720 2.321720 1.785236 0.62 -0.98 3.36
O 0.566431 2.878742 0.642334 -0.65 -0.28 -2.22
N 0.061403 1.147937 1.844662 0.38 0.82 -0.37
C 0.174698 0.248945 2.866069 0.14 -0.57 0.04
O -0.362646 -0.829520 2.840064 -0.02 -0.09 0.18
H 1.817160 0.107939 5.783377 -0.03 0.11 -0.10
H 1.687341 -1.201898 4.585288 0.01 0.09 0.04
H 0.237795 -0.618702 5.386724 0.07 0.11 0.00
H 2.259911 2.067164 4.760397 -0.04 -0.06 0.12
H 2.022563 3.682147 2.869665 0.17 0.03 0.06
N -6.890880 0.009473 0.686714 -0.17 -0.08 0.04
C -5.810170 0.355514 0.491411 -1.84 -0.56 0.44
N -4.628508 0.769154 0.263215 4.12 0.62 -0.86
C -3.436346 0.794238 0.082635 -4.24 -0.11 0.82
N -2.268169 0.893737 -0.155001 4.13 1.50 -0.23
```
Positions in Å, forces in eV/Å.

Output
**Kohn-Sham gap (spin up / spin down)**: 5.700 / 6.348 eV
**Charge**: +2
**Energy relative to the best compared isomer or geometry (same formula, charge and spin)**: 0.0 kcal/mol
**E_HOMO (spin up / spin down)**: -0.560 / -0.571 hartree
**2S+1**: 2

Q: What is the formula in the third record?
A: C16H13F5N2O2